ORCA calculation (wB97M-V/def2-TZVPD) on 2 unconnected molecules or ions with the total composition C2H5O2P.

Element x y z (Å)
P 1.19775 0.34538 -0.37613
O 0.57665 -1.11650 -0.20718
O 2.58434 0.59492 0.13473
C -0.70884 -0.75398 0.15677
C -0.39102 0.71866 0.54375
H -1.09905 1.57928 0.23745
H -1.00246 -1.28740 1.05340
H -0.33454 0.58924 1.62211
H -1.30099 -1.17942 -0.69029
H 0.47815 0.50981 -2.47461

energy relative to the best compared isomer or geometry (same formula, charge and spin)	253.86	kJ/mol
charge	0

---

ORCA calculation (wB97M-V/def2-TZVPD) on 2 unconnected molecules or ions with the total composition C4H13NO2.

Element x y z (Å)
O 1.25666 0.05302 -1.76098
O -2.48130 1.01586 -2.30437
N -0.59979 -0.89630 -0.51813
C 0.58181 -1.12686 -1.33603
C 1.38318 -0.03249 1.82985
C -0.72898 0.35404 0.21272
C -0.02159 0.50641 1.61489
H -0.91683 -1.72429 -0.04796
H 0.44261 -1.69653 -2.25680
H 1.52229 -1.11122 1.85735
H 0.02714 1.59178 1.70086
H 1.53805 0.51467 -0.96788
H -1.64390 0.57332 -2.26097
H 1.63489 0.23954 2.86690
H 2.13397 0.43924 1.18549
H 1.38666 -1.70139 -0.82046
H -0.68996 0.05941 2.35281
H -2.62094 1.20305 -1.36756
H -1.77261 0.56475 0.45607
H -0.43136 1.17398 -0.43581

energy relative to the best compared isomer or geometry (same formula, charge and spin)	124.82	kJ/mol
charge	0
SMILES string	CCCNCO.O

---

ORCA calculation (wB97M-V/def2-TZVPD) on 3 unconnected molecules or ions with the total composition C4H12NS.

Element x y z (Å)
S -1.82195 0.67448 -0.17385
N -0.32009 -3.76734 -3.11756
C 2.21408 1.73753 1.21889
C 0.02261 2.09060 2.40467
C 0.92972 1.40655 1.39282
C -0.69683 -0.52272 -0.84275
H -2.88908 -0.03398 0.14921
H 0.51361 3.00292 2.90672
H -0.35064 -2.79759 -2.82084
H -0.76112 -0.23440 -1.90479
H -0.89275 2.55285 1.86042
H 0.40032 0.76306 0.70857
H 0.47135 -4.45121 -2.86970
H 2.95920 1.14092 0.64069
H -0.81449 -4.05048 -3.94811
H -1.21304 -1.49583 -0.67736
H -0.39315 1.39008 3.22470
H 2.64225 2.59458 1.84826

energy relative to the best compared isomer or geometry (same formula, charge and spin)	675.33	kJ/mol
charge	+1

---

ORCA calculation (wB97M-V/def2-TZVPD) on 2 unconnected molecules or ions with the total composition C4H12.

Element x y z (Å)
C -2.66976 -1.14293 0.08948
C 2.64266 -0.08066 -0.25811
C -2.08172 -0.01207 0.96988
C 2.20262 1.27053 -0.75603
H 1.12434 1.30812 -0.97229
H -2.78757 0.04226 1.74515
H 2.25684 -0.98790 -0.89880
H 3.79943 -0.21985 -0.14349
H -2.05378 0.92156 0.38680
H -2.76542 -0.88019 -0.97574
H -2.12050 -2.22245 0.10892
H 2.05047 -0.29484 0.72851
H -1.12828 -0.13430 1.54947
H 2.82034 1.57769 -1.74765
H 2.33957 2.11211 -0.11600
H -3.62924 -1.25706 0.28989

energy relative to the best compared isomer or geometry (same formula, charge and spin)	140.60	kJ/mol
charge	0
SMILES string	CC.CC

---

ORCA calculation (wB97M-V/def2-TZVPD) on 2 unconnected molecules or ions with the total composition C5H11NO2.

Element x y z (Å)
O 3.96739 -3.67166 3.36508
O 0.97377 -0.48599 0.96157
N -0.80057 2.30112 1.05391
C -0.62990 0.18654 -2.11238
C -0.12593 -0.02591 0.92684
C -0.41053 1.27052 0.09391
C -1.36401 1.04902 -1.08864
C -0.98032 -1.03546 -2.48239
H 4.82081 -3.25117 3.27572
H 0.17446 0.73156 -2.60223
H -1.08380 -0.36033 1.37904
H -2.15458 0.37226 -0.73200
H -1.78338 2.22527 1.31309
H -0.39224 -1.55235 -3.22878
H 0.51735 1.63933 -0.35650
H 3.32961 -3.08159 2.91738
H -1.75419 -1.57834 -1.95679
H -1.65753 2.01091 -1.49626
H -0.64643 3.25626 0.76943

energy relative to the best compared isomer or geometry (same formula, charge and spin)	230.03	kJ/mol
charge	0
SMILES string	C=CC[C@@H](N)C=O.O

---

ORCA calculation (wB97M-V/def2-TZVPD) on a gas-phase ion, C6H10NO3S (charge +1).

Element x y z (Å)
S 1.70063 0.54403 -0.03569
O 1.29385 0.80178 -1.33430
O 0.97056 -0.67043 0.72242
O 2.52272 1.35195 0.75804
N 3.29335 -0.56699 -0.50308
C -1.41072 -0.90913 1.07020
C 4.31609 -1.06495 -0.58713
C -0.85999 1.46174 0.68290
C -1.25645 0.13520 0.04812
C -2.20519 0.09440 -1.18439
C -0.25618 -1.01880 0.15930
H -0.68071 2.33674 -0.03776
H -1.04323 -0.69301 2.10922
H 0.19409 1.27712 1.19548
H -1.78672 -0.48091 -2.06820
H -3.06877 -0.59900 -0.92923
H 5.13641 -1.57573 -0.39686
H -1.63942 1.82421 1.41456
H -2.66282 1.07546 -1.36978
H -0.27881 -1.67265 -0.67473
H -2.27867 -1.65104 0.96089

energy relative to the best compared isomer or geometry (same formula, charge and spin)	302.89	kJ/mol
charge	+1
SMILES string	C#[N+]S(=O)(=O)O[C@H]1CC1(C)C

---

ORCA calculation (wB97M-V/def2-TZVPD) on a single CHCl2OPS molecule.

Element x y z (Å)
Cl 4.19244 1.68430 -0.77878
Cl 4.78220 -0.90305 0.51112
S 1.12861 -1.13155 -0.39180
P 3.53100 0.63201 0.63903
O 2.11024 0.21026 -0.12563
C 1.82754 -2.38826 0.00195
H 2.77102 -2.57265 0.52954

energy relative to the best compared isomer or geometry (same formula, charge and spin)	270.03	kJ/mol
charge	0

---

ORCA calculation (wB97M-V/def2-TZVPD) on 2 unconnected molecules or ions with the total composition C5H10O.

Element x y z (Å)
O -6.86138 -0.42070 -1.31049
C 1.88543 -1.05243 0.07517
C 0.99901 -2.06077 0.26471
C 1.02760 0.62252 1.70227
C 1.81560 0.38036 0.59879
C 2.16725 1.51153 -0.50715
H 2.02396 1.45579 -1.64915
H -0.13190 -1.95295 0.32804
H -6.70233 0.05126 -2.22013
H 0.92439 1.62859 2.18983
H 2.49071 -1.01434 -0.86310
H 2.13312 2.54057 -0.08215
H 1.40840 -3.08430 0.49822
H -6.99310 0.36221 -0.79258
H 0.57774 -0.18473 2.22080
H 3.23548 1.21738 -0.45307

energy relative to the best compared isomer or geometry (same formula, charge and spin)	439.82	kJ/mol
charge	0
SMILES string	C=CC(=C)C.O

---

ORCA calculation (wB97M-V/def2-TZVPD) on a single C3H4N2S molecule.

Element x y z (Å)
S -2.37091 -0.05478 -0.09625
N -0.64532 -0.04385 -0.33199
N 1.47868 -0.83579 0.00799
C 0.24320 -1.11959 -0.23963
C 0.11427 1.09038 -0.21922
C 1.44246 0.56336 -0.04400
H 2.45305 1.03646 0.33863
H -0.22086 -2.13916 -0.58087
H -0.33215 2.20861 -0.18816
H -2.16243 -0.70564 1.35350

energy relative to the best compared isomer or geometry (same formula, charge and spin)	263.92	kJ/mol
charge	0
SMILES string	Sn1ccnc1

---

ORCA calculation (wB97M-V/def2-TZVPD) on a single C4H10N2OS molecule.

Element x y z (Å)
S 0.18252 2.17615 -1.07103
O 2.06431 -0.55801 0.99883
N 1.03041 0.31425 0.59333
N -2.54821 -1.62459 -0.56776
C -0.24071 -0.02630 1.18747
C 1.28238 1.18146 -0.40107
C -0.60376 -1.49323 0.97341
C -1.06815 -1.69668 -0.50120
H -0.22993 0.29346 2.24684
H 1.98119 -1.26473 0.34633
H -0.63829 -2.68135 -0.84853
H -2.87807 -0.69089 -0.37829
H -1.42134 -1.73979 1.57956
H 0.25577 -2.14016 1.23236
H -2.84718 -1.72461 -1.54203
H 2.34042 1.29587 -0.77842
H -0.61165 -0.96811 -1.16069
H -0.97970 0.64694 0.71802

energy relative to the best compared isomer or geometry (same formula, charge and spin)	291.73	kJ/mol
charge	0
SMILES string	NCCCN(O)C=S